(1)
Below is a molecular structure, C22H45CrN2OP3Se, with properties calculated with ωB97M-V with the def2-TZVPD basis set.

Properties
net charge = +3
spin multiplicity = 4
⟨S²⟩ = 3.92
energy above the lowest of the compared OMol25 structures with the same formula, charge and spin = 67.1 kcal per mole
HOMO level (alpha / beta) = -14.41 / -14.44 eV
frontier orbital gap (alpha / beta) = 4.257 / 4.973 eV

Each line ends with the Mulliken charge.
CARTESIAN COORDINATES (ANGSTROEM)
Se  1.080  -0.412  -0.496  -0.54
Cr  -0.611  1.283  0.052  0.31
P  0.563  -3.433  2.791  1.13
P  -1.285  2.027  -1.925  1.63
P  -0.236  3.135  1.228  1.21
O  -1.816  -2.797  0.757  -0.71
N  3.475  1.200  -0.003  0.24
N  2.908  1.139  -2.100  0.19
C  -0.390  3.437  -2.617  -1.46
C  -1.641  -0.743  1.223  0.01
C  -0.134  -4.206  4.242  -1.25
C  -2.367  -5.210  -1.817  -0.65
C  0.293  2.700  2.899  -1.04
C  1.404  -1.887  3.227  -0.83
C  3.542  0.893  1.415  -0.89
C  -3.087  -3.033  -2.604  -0.85
C  1.085  4.218  0.621  -1.26
C  1.779  -4.478  1.984  -1.27
C  2.272  0.760  -3.345  -0.91
C  -2.224  0.173  0.285  -1.35
C  -2.343  -2.446  -1.593  1.06
C  2.522  0.725  -0.858  0.13
C  3.997  1.983  -1.997  -0.48
C  -3.036  2.502  -1.944  -1.57
C  -3.015  -4.421  -2.772  -0.48
C  -2.028  -4.663  -0.597  -0.50
C  -1.648  4.248  1.429  -1.24
C  -1.159  0.710  -3.167  -1.57
C  -2.027  -3.243  -0.443  0.66
C  4.362  2.014  -0.689  -0.51
H  1.960  3.639  0.300  0.21
H  0.955  1.825  2.884  0.16
H  -2.801  -0.243  -0.543  1.15
H  4.536  1.193  1.773  0.42
H  0.733  4.823  -0.225  0.36
H  1.374  4.875  1.453  0.50
H  1.692  -5.521  2.298  0.42
H  -1.277  5.222  1.784  0.45
H  1.539  1.513  -3.667  0.22
H  5.175  2.508  -0.195  0.54
H  0.673  -4.670  4.817  0.41
H  -3.660  -2.410  -3.287  0.41
H  -0.576  -0.892  1.420  -0.72
H  -0.592  2.473  3.511  0.42
H  -0.584  3.488  -3.695  0.51
H  1.788  -0.211  -3.218  0.36
H  -0.737  1.121  -4.091  0.56
H  3.427  -0.180  1.567  0.31
H  0.831  3.551  3.337  0.47
H  -2.256  -1.020  2.072  0.55
H  -0.860  -4.956  3.900  0.41
H  -0.742  4.361  -2.146  0.46
H  0.690  3.346  -2.453  0.36
H  -2.341  3.823  2.168  0.43
H  -2.161  -6.259  -1.991  0.45
H  -3.620  2.016  -1.155  0.42
H  0.692  -1.069  3.218  0.32
H  -3.475  2.224  -2.910  0.50
H  1.817  -1.954  4.237  0.47
H  1.646  -4.405  0.898  0.39
H  -0.511  -0.106  -2.822  0.23
H  -2.855  0.954  0.755  0.50
H  2.218  -1.640  2.533  -0.02
H  4.414  2.449  -2.869  0.57
H  -1.782  -5.222  0.301  0.45
H  3.058  0.673  -4.108  0.42
H  -0.587  -3.363  1.903  0.10
H  -3.119  3.585  -1.812  0.44
H  -2.045  -1.402  -1.636  -0.99
H  -2.176  4.382  0.474  0.30
H  -0.648  -3.439  4.832  0.39
H  -2.146  0.287  -3.378  0.50
H  -3.435  -4.877  -3.661  0.40
H  2.768  -4.088  2.257  0.43
H  2.766  1.420  1.985  0.13


(2)
Below is a molecular structure, C22H45CrN2OP3Se, with properties calculated with ωB97M-V with the def2-TZVPD basis set.

Properties
net charge = +3
spin multiplicity = 4
⟨S²⟩ = 4.03
energy above the lowest of the compared OMol25 structures with the same formula, charge and spin = 13.5 kcal per mole
HOMO level (alpha / beta) = -16.01 / -16.01 eV
frontier orbital gap (alpha / beta) = 4.644 / 6.288 eV

Each line ends with the Mulliken charge.
CARTESIAN COORDINATES (ANGSTROEM)
Se  -0.808  -0.819  1.876  -0.46
Cr  -0.266  -0.135  -0.865  -0.78
P  0.436  -2.319  -0.937  1.53
P  0.544  1.440  -2.331  1.16
P  -2.478  -0.076  -1.560  1.05
O  2.439  0.029  -0.148  0.54
N  -2.607  -0.661  4.054  0.11
N  -3.009  1.071  2.817  0.48
C  -0.115  1.252  -3.997  -1.35
C  -0.022  3.091  -1.762  -1.27
C  1.572  1.825  2.653  -0.72
C  4.641  1.022  0.224  -0.41
C  6.555  -0.460  0.541  -0.63
C  -3.280  1.551  -1.808  -1.01
C  -2.720  -0.900  -3.169  -1.28
C  6.032  0.824  0.258  -0.72
C  -2.239  -0.087  2.866  0.04
C  0.606  2.679  2.312  -0.46
C  -0.993  -3.435  -1.123  -1.21
C  -3.512  0.122  4.741  -0.49
C  -3.082  2.046  1.741  -0.73
C  2.285  1.802  -2.629  -0.85
C  -2.154  -1.938  4.540  -0.82
C  1.330  -3.133  0.454  -1.59
C  3.765  -0.080  0.328  0.81
C  4.297  -1.374  0.596  -0.38
C  -3.768  1.203  3.972  -0.47
C  1.529  -2.347  -2.390  -1.33
C  5.685  -1.557  0.648  -0.63
C  -3.679  -0.925  -0.468  -0.98
H  2.623  1.122  -3.414  0.46
H  1.964  -3.351  -2.490  0.55
H  6.696  1.688  0.181  0.40
H  -3.978  -0.256  0.350  0.19
H  0.484  3.312  -0.802  0.27
H  -3.777  -1.139  -3.308  0.52
H  -2.901  3.063  2.134  0.54
H  2.346  -1.612  -2.277  0.25
H  -3.225  -1.820  -0.036  0.26
H  0.287  3.812  -2.535  0.49
H  -1.130  -2.093  4.210  0.32
H  7.605  -0.625  0.583  0.46
H  -3.851  -0.181  5.731  0.50
H  1.742  0.363  0.490  -0.10
H  -2.131  -1.816  -3.232  0.37
H  -4.564  -1.198  -1.064  0.57
H  -0.426  2.501  2.636  0.21
H  -4.100  2.052  1.307  0.49
H  -2.806  2.103  -2.628  0.43
H  -2.792  -2.749  4.172  0.31
H  6.100  -2.544  0.868  0.39
H  -2.398  -0.223  -3.961  0.37
H  1.643  -2.403  1.220  0.41
H  -0.070  0.199  -4.295  0.36
H  1.340  0.876  3.148  0.34
H  -4.416  2.061  4.157  0.50
H  -0.650  -4.330  -1.658  0.46
H  0.780  3.504  1.628  0.35
H  3.622  -2.221  0.626  -0.04
H  -4.347  1.420  -2.042  0.46
H  2.607  2.045  2.416  0.35
H  2.212  -3.633  0.008  0.54
H  0.509  1.825  -4.691  0.53
H  0.665  -3.887  0.916  0.56
H  2.867  1.613  -1.722  -0.12
H  -2.331  1.803  0.980  -0.25
H  4.228  2.007  -0.029  0.35
H  0.971  -2.094  -3.307  0.35
H  -3.192  2.138  -0.882  0.20
H  -1.808  -2.967  -1.668  0.28
H  -2.199  -1.913  5.633  0.31
H  -1.150  1.594  -4.098  0.39
H  2.440  2.841  -2.954  0.57
H  -1.115  3.124  -1.614  0.33
H  -1.358  -3.719  -0.123  0.39


(3)
Below is 5 unconnected molecules or ions with the total composition C22H45FN2O16S, with properties calculated with ωB97M-V with the def2-TZVPD basis set.

Properties
net charge = 0
HOMO level = -10.18 eV
structure (SMILES) = CC(=O)OCCCCN(N)S(=O)(=O)F.CCOC(=O)OC.CCOC(=O)OC.CCOC(=O)OC.CCOC(=O)OC
frontier orbital gap = 9.059 eV

Each line ends with the Mulliken charge.
CARTESIAN COORDINATES (ANGSTROEM)
S  -0.498  -3.305  2.046  0.91
F  -0.548  -5.053  2.075  -0.29
O  4.986  -5.687  -1.964  -0.33
O  3.373  0.847  -1.175  -0.56
O  5.917  -3.890  -0.880  -0.55
O  2.334  7.178  1.573  -0.35
O  -4.315  7.031  0.384  -0.37
O  -7.368  -5.801  -0.722  -0.35
O  6.969  -4.990  -2.601  -0.36
O  -5.083  -6.018  -0.815  -0.57
O  -2.318  5.942  0.060  -0.58
O  2.463  5.363  0.342  -0.37
O  0.924  -2.964  1.458  -0.40
O  -6.196  -5.352  1.080  -0.33
O  1.557  7.260  -0.586  -0.58
O  1.283  0.389  -0.080  -0.21
O  -2.695  8.091  -0.654  -0.35
O  -0.619  -2.875  3.559  -0.54
N  -2.012  -3.704  0.097  -0.56
N  -1.817  -2.689  1.062  0.17
C  2.706  0.074  -0.273  0.44
C  -4.314  5.837  2.500  -1.06
C  -7.470  -6.240  -2.083  -0.16
C  -0.062  0.275  2.104  -0.31
C  -6.111  -5.743  -0.217  0.73
C  -1.482  -0.065  1.361  -0.81
C  3.561  -1.083  0.539  -0.33
C  8.974  -4.543  -1.303  -1.08
C  5.951  -4.761  -1.735  0.76
C  2.058  6.658  0.350  0.86
C  2.283  4.665  -0.897  0.34
C  1.029  1.088  1.189  -0.46
C  -4.943  -5.336  1.760  -0.34
C  3.374  5.033  -1.886  -1.32
C  -1.340  8.139  -1.093  -0.24
C  -1.461  -1.380  0.382  -0.51
C  3.890  -5.615  -1.056  -0.51
C  -4.833  5.886  1.074  -0.16
C  -7.342  -7.750  -2.174  -1.08
C  -3.040  6.918  -0.065  0.75
C  8.101  -4.121  -2.471  -0.16
C  2.038  8.568  1.687  -0.56
H  2.344  3.596  -0.670  -0.03
H  -1.739  0.879  0.679  0.33
H  -1.204  9.054  -1.675  0.27
H  3.314  6.089  -2.168  0.36
H  3.110  -6.295  -1.409  0.25
H  9.885  -3.941  -1.262  0.36
H  -4.200  -4.746  1.214  0.05
H  -8.459  -5.937  -2.441  0.29
H  4.210  -5.940  -0.061  0.29
H  0.714  2.200  0.929  0.20
H  3.340  -2.146  0.078  -0.09
H  1.007  8.783  1.386  0.17
H  2.745  9.149  1.089  0.29
H  -6.347  -8.083  -1.864  0.30
H  8.445  -4.431  -0.352  0.30
H  -6.730  -5.731  -2.713  0.30
H  -0.328  0.994  3.019  0.31
H  3.471  -4.604  -1.016  0.15
H  7.782  -3.076  -2.382  0.29
H  -4.604  4.964  0.527  0.28
H  4.707  -0.768  0.423  0.29
H  2.056  1.061  1.796  0.43
H  -8.062  -8.238  -1.509  0.29
H  -4.517  6.781  3.017  0.29
H  -2.567  -3.346  -0.712  0.27
H  -5.095  -4.875  2.740  0.24
H  -4.589  -6.361  1.910  0.29
H  -0.671  8.175  -0.228  -0.03
H  8.674  -4.204  -3.401  0.29
H  -5.923  5.990  1.087  0.29
H  4.364  4.879  -1.444  0.31
H  3.274  -1.164  1.686  0.28
H  -0.472  -1.538  -0.224  0.40
H  0.493  -0.643  2.572  0.17
H  1.284  4.851  -1.307  0.25
H  -2.352  -0.111  2.172  0.31
H  2.155  8.854  2.737  0.25
H  -2.314  -1.198  -0.434  0.29
H  -4.784  5.020  3.055  0.35
H  -3.230  5.690  2.523  0.28
H  -1.098  7.284  -1.734  0.26
H  9.249  -5.600  -1.390  0.29
H  -1.016  -3.933  -0.197  0.29
H  3.292  4.430  -2.795  0.37
H  -7.515  -8.092  -3.198  0.35


no.,maximum force (eV Å⁻¹),molecular weight (g mol⁻¹)
1,4.7,577.5
2,3.5,577.5
3,8.9,644.7